Entry 1:
{"formula": "C29H59N5O9P", "method": "ωB97M-V with the def2-TZVPD basis set", "homo_lumo_gap_ev": 8.325, "charge": 1, "symbols": ["C", "C", "C", "C", "C", "C", "C", "C", "C", "C", "C", "C", "C", "C", "C", "C", "N", "N", "C", "N", "C", "N", "C", "C", "N", "C", "P", "O", "O", "O", "H", "H", "H", "H", "H", "H", "H", "H", "H", "H", "H", "H", "H", "H", "H", "H", "H", "H", "H", "H", "H", "H", "H", "H", "H", "H", "H", "H", "H", "H", "H", "H", "H", "H", "H", "H", "H", "H", "H", "H", "H", "H", "H", "C", "C", "O", "C", "O", "O", "C", "H", "H", "H", "H", "H", "H", "H", "H", "C", "C", "O", "C", "O", "O", "C", "H", "H", "H", "H", "H", "H", "H", "H"], "xyz": [[9.7664, 0.6289, 2.2157], [10.1902, -0.0505, 0.8229], [8.9670, -0.0725, -0.2363], [8.8459, 1.2962, -1.0623], [8.0314, 2.4053, -0.2430], [6.5476, 2.6072, -0.8263], [6.1945, 4.1785, -0.6341], [5.9019, 4.4727, 0.9282], [4.4412, 3.9053, 1.3268], [3.4022, 5.0791, 1.6506], [1.9246, 4.4186, 1.8021], [0.8708, 5.5510, 1.3950], [-0.5583, 4.9595, 0.9385], [-0.3964, 3.8225, -0.2071], [-1.7732, 3.6636, -0.9970], [-1.9535, 2.2382, -1.7325], [-0.8246, 1.2959, -1.5437], [0.0778, 1.3316, -2.5521], [1.1374, 0.3872, -2.3496], [0.7625, -0.1829, -1.1041], [-0.4437, 0.3502, -0.5560], [-1.1082, 0.1108, 0.5702], [-0.4901, -0.9102, 1.5040], [-1.5349, -1.9507, 2.0991], [-1.0855, -3.1515, 2.3797], [-2.3376, 0.7644, 1.0491], [-3.9555, -0.0096, 0.4716], [-4.8953, 0.9885, -0.2316], [-4.9025, -0.6451, 1.7577], [-3.7135, -1.2639, -0.6520], [10.1334, -0.0439, 3.0653], [10.2471, 1.6612, 2.3375], [8.6416, 0.7236, 2.3514], [11.0743, 0.5000, 0.3720], [10.4207, -1.1492, 1.0360], [9.1582, -0.9616, -0.9198], [7.9666, -0.2551, 0.2844], [9.8968, 1.6734, -1.2769], [8.3232, 1.1149, -2.0567], [7.9230, 2.1012, 0.8506], [8.5244, 3.4309, -0.2440], [6.4571, 2.3048, -1.9249], [5.8078, 2.0343, -0.1769], [5.2625, 4.4201, -1.2499], [7.0256, 4.8529, -1.0088], [5.9816, 5.5894, 1.1303], [6.6663, 3.9251, 1.5721], [4.5181, 3.2497, 2.2598], [4.0463, 3.2774, 0.4668], [3.4124, 5.7764, 0.7481], [3.6955, 5.6433, 2.5973], [1.8142, 4.0873, 2.8841], [1.9311, 3.5128, 1.1210], [0.6975, 6.1756, 2.3426], [1.3060, 6.2744, 0.6299], [-0.9913, 4.4133, 1.8516], [-1.2423, 5.8104, 0.6009], [-0.1067, 2.8766, 0.3447], [0.4592, 4.1934, -0.8724], [-1.7870, 4.4833, -1.7977], [-2.6331, 3.9033, -0.2948], [-2.9601, 1.7824, -1.4787], [-1.9975, 2.4786, -2.8522], [0.0894, 1.9272, -3.3852], [2.0275, 0.1752, -3.0037], [0.3410, -1.5022, 1.0205], [-0.0177, -0.3255, 2.3678], [-2.6182, -1.7541, 2.3534], [-0.0840, -3.2232, 2.1430], [-2.3293, 0.6851, 2.1949], [-2.3869, 1.8896, 0.8398], [-4.7519, -0.0069, 2.4947], [-2.8045, -1.6271, -0.5573], [-7.5720, -2.0928, 0.1500], [-7.5431, -1.3808, -1.1894], [-7.4986, -2.3218, -2.2700], [-8.6643, -2.9116, -2.5720], [-9.7218, -2.7126, -2.0292], [-8.4454, -3.7805, -3.5698], [-9.5925, -4.5518, -3.9259], [-6.7389, -2.7953, 0.2305], [-7.5127, -1.3753, 0.9701], [-8.4904, -2.6727, 0.2682], [-6.6344, -0.7793, -1.2600], [-8.3897, -0.6991, -1.3040], [-10.4497, -3.9120, -4.1416], [-9.8306, -5.2555, -3.1258], [-9.3487, -5.1175, -4.8251], [-4.9916, -4.9339, -0.8668], [-3.6865, -4.8646, -0.0969], [-3.6576, -5.8342, 0.9550], [-3.4014, -7.0937, 0.5718], [-3.1885, -7.4624, -0.5563], [-3.4449, -7.8765, 1.6582], [-3.2837, -9.2665, 1.3758], [-5.8433, -4.8510, -0.1881], [-5.0468, -4.1329, -1.6070], [-5.0908, -5.8887, -1.3878], [-3.5993, -3.8846, 0.3792], [-2.8212, -4.9821, -0.7557], [-2.3795, -9.4511, 0.7934], [-4.1628, -9.6435, 0.8493], [-3.1958, -9.7925, 2.3263]]}

=====

Entry 2:
{"formula": "C8H8N2O", "method": "ωB97M-V with the def2-TZVPD basis set", "homo_lumo_gap_ev": [5.868, 7.121], "multiplicity": 3, "de_lowest_kj_mol": 538.5, "symbols": ["C", "C", "C", "C", "C", "C", "C", "C", "N", "N", "O", "H", "H", "H", "H", "H", "H", "H", "H"], "xyz": [[1.3242, 0.1235, -1.3953], [1.8187, -0.2826, -0.2968], [-1.2795, 0.8103, -1.1938], [1.2267, -0.1376, 0.9083], [-1.0790, -0.0145, -0.1992], [-0.7617, 1.6152, -2.1552], [1.9225, -0.2093, 2.1949], [-1.9760, -1.2126, -0.0207], [1.2820, 0.6448, -2.5255], [-0.1639, 0.1261, 0.9513], [0.1801, 1.3772, -3.0131], [-1.3494, 2.5196, -2.5779], [1.4848, -0.9132, 2.9579], [2.8736, -0.4329, 1.7847], [1.9412, 0.6978, 2.6021], [-1.5402, -2.1272, -0.3367], [-2.2612, -1.3026, 1.0032], [-3.0291, -1.1502, -0.5244], [-0.6140, -0.1317, 1.8363]]}

=====

Entry 3:
{"formula": "C3H3O3", "method": "ωB97M-V with the def2-TZVPD basis set", "homo_lumo_gap_ev": 10.135, "charge": 1, "de_lowest_kj_mol": 228.1, "symbols": ["C", "C", "C", "O", "O", "O", "H", "H", "H"], "xyz": [[-1.2613, 0.7265, 0.9794], [-0.0063, 0.4593, 0.5865], [0.0950, -0.2851, -0.7811], [-2.3533, 0.7352, 1.2424], [1.0330, -1.2595, -0.8666], [0.6427, 1.0919, -0.4099], [0.7434, 0.0080, 1.4149], [-0.8158, -0.6274, -1.3441], [1.9226, -0.8488, -0.8215]]}